No. 1
# C33H33BiNO7S2

A structure of composition C33H33BiNO7S2 in a non-equilibrium geometry (ωB97M-V/def2-TZVPD, the OMol25 dataset).

```
77
Properties=species:S:1:pos:R:3:lowdin_charge:R:1
Bi 0.4553 -0.4676 0.7065 1.766
O -2.4439 4.1877 3.8318 0.074
C -1.7200 3.3122 3.0915 -0.281
C -0.4990 2.8081 3.5351 0.063
C 0.1968 1.9325 2.7333 -0.180
N -0.2642 1.5654 1.5347 -0.007
C -1.4339 2.0486 1.0975 -0.183
C -2.2017 2.9048 1.8541 0.081
C -1.8441 1.5429 -0.2523 -0.602
O -2.8124 2.0100 -0.8359 0.053
O -1.0812 0.6147 -0.7273 -0.320
C 1.4869 1.2675 3.1926 -0.640
O 2.0944 1.7745 4.1294 0.029
O 1.8062 0.2017 2.5594 -0.231
H -1.9750 4.3492 4.6572 0.108
H -0.0754 3.0930 4.4908 0.128
H -3.1461 3.2539 1.4611 0.133
O 2.7325 0.5046 -2.4062 -0.524
S 2.1256 1.1598 -3.5815 0.938
C 0.3967 0.5594 -3.7038 -0.326
C 0.3830 -0.9503 -3.8923 -0.250
C -1.0278 -1.5130 -4.1316 -0.219
C -2.1150 -1.0909 -3.1432 -0.283
S -1.9291 -1.7440 -1.4061 0.944
O -0.5559 -2.3035 -1.3036 -0.587
C -2.9788 -3.2023 -1.6799 -0.363
C -4.3386 -3.0351 -1.9132 -0.098
C -5.1659 -4.1442 -1.9843 -0.093
C -4.6392 -5.4167 -1.7994 -0.107
C -3.2870 -5.5754 -1.5330 -0.089
C -2.4560 -4.4659 -1.4707 -0.070
C 1.6244 2.8267 -3.0693 -0.381
C 1.5866 3.8385 -4.0152 -0.100
C 1.1992 5.1150 -3.6326 -0.092
C 0.8524 5.3632 -2.3118 -0.088
C 0.8968 4.3418 -1.3714 -0.063
C 1.2902 3.0679 -1.7481 -0.066
H -0.0432 1.0961 -4.5496 0.104
H -0.0914 0.8351 -2.7712 0.066
H 0.8090 -1.4129 -3.0058 0.090
H 1.0099 -1.2190 -4.7496 0.109
H -0.9650 -2.6047 -4.1327 0.111
H -1.3538 -1.1951 -5.1280 0.110
H -3.0864 -1.4381 -3.4899 0.072
H -2.1461 -0.0110 -3.0132 0.070
H -4.7469 -2.0367 -2.0267 0.112
H -6.2249 -4.0155 -2.1707 0.098
H -5.2888 -6.2815 -1.8547 0.096
H -2.8820 -6.5636 -1.3564 0.104
H -1.4003 -4.5551 -1.2468 0.110
H 1.8602 3.6224 -5.0417 0.102
H 1.1702 5.9172 -4.3589 0.098
H 0.5595 6.3598 -2.0073 0.099
H 0.6191 4.5399 -0.3436 0.106
H 1.3532 2.2606 -1.0300 0.095
C -2.4123 -1.0584 3.8396 -0.052
C -1.4141 -1.9471 3.0614 -0.611
C -0.0970 -1.9660 3.8361 -0.083
C -1.2304 -1.4118 1.6494 -0.387
C -2.0246 -3.3596 2.9973 -0.171
C -1.6562 -4.3910 3.8590 -0.044
C -2.2527 -5.6449 3.7864 -0.106
C -3.2410 -5.8989 2.8507 -0.118
C -3.6194 -4.8833 1.9819 -0.094
C -3.0149 -3.6395 2.0552 -0.041
H -2.0343 -0.0334 3.8599 0.068
H -2.5450 -1.4122 4.8682 0.078
H -3.3867 -1.0594 3.3475 0.078
H 0.3296 -0.9702 3.8557 0.051
H 0.6316 -2.6248 3.3584 0.092
H -0.2444 -2.2814 4.8716 0.073
H -2.1310 -0.9424 1.2525 -0.016
H -0.8880 -4.2333 4.6036 0.093
H -1.9449 -6.4246 4.4741 0.091
H -3.7082 -6.8751 2.7969 0.088
H -4.3911 -5.0595 1.2421 0.090
H -3.3042 -2.8692 1.3530 0.097
```

Values from the calculation:
- Highest occupied orbital energy: -0.1127 Eh
- Gap between HOMO and LUMO: 5.46 eV
- Charge: -1



No. 2
# C33H33Br4N9O3PTi

A structure of composition C33H33Br4N9O3PTi in a non-equilibrium geometry (ωB97M-V/def2-TZVPD, the OMol25 dataset).

```
84
Properties=species:S:1:pos:R:3:mulliken_spin:R:1
Ti 0.4863 0.1731 -0.7451 -0.040
Br 7.4692 0.1839 -1.2134 0.000
C 5.7141 0.0852 -0.5026 0.000
C 5.4998 0.0091 0.8629 0.002
Br 6.9551 0.0140 2.0780 0.000
C 4.1870 -0.0604 1.3590 -0.009
Br 3.7871 -0.1865 3.2028 0.002
C 3.0845 -0.0615 0.5040 -0.030
O 1.8523 -0.1531 0.8770 -0.014
C 3.3088 0.0339 -0.8991 0.006
O 2.2341 0.0531 -1.6558 0.007
C 4.6075 0.0961 -1.3752 0.001
Br 4.7984 0.1470 -3.2582 0.000
O -0.9808 -1.2465 -0.6082 0.010
C -1.4552 -2.1047 -1.4643 -0.010
C -2.8493 -2.1597 -1.6912 0.001
C -3.4086 -3.0319 -2.5994 0.000
C -2.6061 -3.9145 -3.3236 0.000
C -1.2464 -3.9187 -3.0667 -0.001
C -0.6576 -3.0594 -2.1415 0.000
C 0.7635 -3.2103 -1.7879 -0.003
N 1.3905 -2.5732 -0.8324 0.002
C 2.6613 -3.1025 -0.7799 0.000
C 2.8064 -4.0631 -1.7302 0.000
N 1.5846 -4.1318 -2.3676 0.000
H -3.4638 -1.4664 -1.1329 0.000
H -4.4824 -3.0211 -2.7541 0.000
H -3.0323 -4.5921 -4.0519 0.000
H -0.6289 -4.6357 -3.5997 0.000
H 3.3945 -2.7370 -0.0794 0.000
H 3.6415 -4.6766 -2.0193 0.000
H 1.3552 -4.7206 -3.1452 0.000
C -2.6887 -2.3334 3.6927 0.001
N -3.0792 -0.9248 3.6375 0.001
C -2.4599 -0.2353 4.7710 -0.002
N -1.0119 -0.3950 4.8766 -0.002
C -0.7089 -1.8230 4.8828 0.000
N -1.2480 -2.5740 3.7490 -0.001
C -0.5982 -2.1536 2.4894 0.001
P -0.8089 -0.3604 2.0870 0.024
C -2.6366 -0.3165 2.3639 0.012
C -0.3266 0.2794 3.7509 0.023
H -3.0960 -2.8448 2.8175 0.000
H -3.1349 -2.7706 4.5919 0.000
H -2.9102 -0.6290 5.6881 0.000
H -2.6892 0.8300 4.6996 0.001
H -1.1335 -2.2526 5.7965 0.000
H 0.3752 -1.9516 4.9059 0.001
H -0.9868 -2.7432 1.6568 0.000
H 0.4737 -2.3598 2.5473 0.001
H -3.1142 -0.8422 1.5320 0.002
H -2.9694 0.7240 2.3245 -0.017
H -0.5118 1.3562 3.7916 -0.002
H 0.7533 0.1453 3.8495 -0.002
C -3.0928 1.4530 -2.2819 0.006
C -2.0829 2.3010 -2.9984 -0.006
C -2.4913 3.3829 -3.7730 -0.004
C -1.5755 4.1951 -4.4229 0.007
C -0.2193 3.9194 -4.2770 -0.003
C 0.2247 2.8501 -3.5107 -0.002
C 1.6884 2.5594 -3.3620 -0.001
C -0.7121 2.0075 -2.8700 -0.002
N -0.2843 0.9233 -2.1342 0.018
H -3.5413 0.7082 -2.9470 0.000
H -3.8990 2.0666 -1.8682 0.001
H -2.6152 0.9003 -1.4774 0.000
H -3.5550 3.5938 -3.8458 0.000
H -1.9073 5.0377 -5.0185 0.000
H 0.5201 4.5489 -4.7636 0.000
H 1.9309 1.5407 -3.6652 0.000
H 2.2817 3.2668 -3.9482 -0.001
H 1.9954 2.6264 -2.3164 0.003
N 1.9675 3.9524 2.9236 0.002
C 0.9659 3.4477 2.0674 0.034
C 1.3086 2.6222 1.0214 0.200
N 0.3546 2.0417 0.2036 0.288
C -0.9277 2.4305 0.5083 0.050
C -1.2221 3.2603 1.5420 0.128
N -0.2884 3.8013 2.3949 0.296
H 2.8771 4.0142 2.4929 0.003
H 1.6713 4.8286 3.3280 0.007
H 2.3446 2.3730 0.8352 0.030
H -1.7165 2.0329 -0.1200 -0.026
H -2.2602 3.5213 1.7223 0.008
```

Values from the calculation:
- Energy above the lowest of the compared OMol25 structures with the same formula, charge and spin: 48.4 kJ/mol
- Highest occupied orbital energy (spin up / spin down): -0.0013 / -0.0736 Eh
- Gap between HOMO and LUMO (spin up / spin down): 3.97 / 5.94 eV
- Multiplicity: 2
- Charge: -2



No. 3
# C33H33BrCl2IrN3OP

A structure of composition C33H33BrCl2IrN3OP (ωB97M-V/def2-TZVPD, the OMol25 dataset).

```
75
Properties=species:S:1:pos:R:3:mulliken_spin:R:1
Ir 0.6956 -0.1655 0.8887 -0.005
Br -6.5831 2.4680 0.7206 0.369
C -4.8337 2.0978 0.9856 0.170
C -3.9907 3.0657 1.5996 0.120
C -2.6741 2.7753 1.8240 -0.066
C -2.1402 1.5172 1.4553 0.237
C -2.9666 0.5879 0.8016 -0.054
C -4.2905 0.8513 0.5774 0.139
N -0.7732 1.1903 1.7395 -0.032
C -0.2887 1.7823 2.7929 0.019
C 1.0292 1.5453 3.3081 0.020
C 1.5027 2.2673 4.3918 0.017
C 2.8031 2.0286 4.8380 -0.005
C 3.5560 1.0878 4.1669 0.016
C 2.9966 0.3952 3.0869 0.006
N 1.7567 0.5986 2.6692 0.007
H -4.3948 4.0306 1.8784 0.000
H -2.0690 3.5637 2.2519 -0.003
H -2.5696 -0.3666 0.4995 0.009
H -4.9258 0.1192 0.0963 0.001
H -0.9046 2.4641 3.3709 -0.001
H 0.8761 3.0061 4.8753 0.000
H 3.2080 2.5714 5.6823 0.001
H 4.5734 0.8690 4.4637 0.000
H 3.5878 -0.3354 2.5537 0.003
Cl 2.6101 -1.5285 0.2457 0.000
C 3.4004 -2.6973 1.4719 0.000
Cl 2.5477 -2.8606 2.9700 0.000
H 4.3962 -2.2939 1.6215 0.000
H 3.4111 -3.6311 0.9189 0.000
N -0.2707 -1.8665 1.6289 0.001
C -1.4023 -2.3917 0.8345 -0.001
C -2.3165 -3.2431 1.4253 0.001
C -3.3503 -3.7563 0.6483 0.000
C -3.4599 -3.4173 -0.6955 0.000
C -2.5410 -2.5525 -1.2737 0.001
C -1.4998 -2.0332 -0.5057 0.003
P -0.2801 -0.8541 -1.1109 0.010
C -0.9831 0.4497 -2.1293 0.008
C -1.2568 0.1512 -3.4676 -0.004
C -1.7852 1.1238 -4.3037 0.002
C -2.0245 2.4040 -3.8225 0.000
C -1.7431 2.7150 -2.4967 0.021
C -1.2324 1.7412 -1.6530 0.029
C 0.8332 -1.7458 -2.1910 -0.002
C 1.7697 -1.0154 -2.9322 0.001
C 2.6695 -1.6793 -3.7479 0.000
C 2.6367 -3.0683 -3.8315 0.000
C 1.7047 -3.7950 -3.1010 0.000
C 0.8024 -3.1387 -2.2755 0.001
H -0.5654 -1.7714 2.6016 0.000
H 0.4363 -2.6051 1.6646 0.000
H -2.2304 -3.5251 2.4688 0.000
H -4.0681 -4.4305 1.0969 0.000
H -4.2619 -3.8301 -1.2929 0.000
H -2.6350 -2.2817 -2.3183 0.000
H -1.0416 -0.8325 -3.8682 0.000
H -1.9942 0.8841 -5.3378 0.000
H -2.4194 3.1643 -4.4833 0.000
H -1.9168 3.7184 -2.1296 0.000
H -1.0332 1.9991 -0.6181 -0.035
H 1.7769 0.0687 -2.8937 0.000
H 3.3848 -1.1193 -4.3353 0.000
H 3.3305 -3.5838 -4.4826 0.000
H 1.6693 -4.8729 -3.1875 0.000
H 0.0719 -3.7159 -1.7220 0.000
C 3.3095 2.8544 -1.1578 0.000
C 2.9382 2.1248 0.1045 0.001
O 1.6265 1.4647 -0.0762 -0.002
H 4.2688 3.3519 -1.0115 0.000
H 2.5807 3.6310 -1.4003 0.000
H 3.4102 2.1714 -2.0007 0.000
H 2.8547 2.7954 0.9599 0.000
H 3.6324 1.3189 0.3335 0.000
H 1.0585 1.9896 -0.6593 -0.001
```

Values from the calculation:
- Energy above the lowest of the compared OMol25 structures with the same formula, charge and spin: 28.5 kJ/mol
- Highest occupied orbital energy (spin up / spin down): -0.6980 / -0.6980 Eh
- Gap between HOMO and LUMO (spin up / spin down): 6.46 / 4.22 eV
- Multiplicity: 2
- Charge: +4